# C17H21F2NO4

A single C17H21F2NO4 molecule at a distorted geometry (ωB97M-V with the def2-TZVPD basis set, the OMol25 dataset).

Element x y z (Å)
O -3.5026 -3.5079 0.0152
C -2.6684 -2.6598 0.2282
N -2.8656 -1.3207 0.2199
C -4.0320 -0.6046 -0.0448
C -5.2454 -1.2038 -0.3564
C -6.3608 -0.4233 -0.6069
C -6.2779 0.9545 -0.5493
C -5.0736 1.5708 -0.2408
C -3.9597 0.7957 0.0087
O -2.6824 1.3118 0.3304
C -2.4858 2.6282 0.4182
F -2.7485 3.2905 -0.7355
F -3.2585 3.2275 1.3572
H -1.4302 2.8072 0.6805
H -5.0275 2.6469 -0.2016
H -7.1456 1.5648 -0.7435
H -7.2980 -0.9002 -0.8478
H -5.2993 -2.2786 -0.3985
H -2.0640 -0.7449 0.4480
C -1.2222 -3.0485 0.5565
H -1.2233 -3.6365 1.4791
H -0.8352 -3.6714 -0.2588
O -0.3715 -1.9252 0.7437
C 0.6490 -1.7539 -0.1228
O 0.8920 -2.5103 -1.0209
C 1.4199 -0.5010 0.2038
H 1.2885 0.1941 -0.6281
H 1.0161 -0.0525 1.1118
C 2.9097 -0.8214 0.3659
C 3.7566 0.4373 0.5545
C 3.7485 1.3454 -0.6903
H 3.4777 0.7596 -1.5704
H 3.0429 2.1701 -0.5973
C 5.1877 1.8339 -0.8387
H 5.3789 2.6598 -0.1515
H 5.4121 2.1676 -1.8507
C 5.9994 0.6134 -0.4217
H 5.9816 -0.1299 -1.2199
H 7.0378 0.8513 -0.1967
C 5.2428 0.0932 0.8010
H 5.5994 0.6008 1.6978
H 5.3894 -0.9766 0.9426
H 3.3622 0.9867 1.4145
H 3.0359 -1.4743 1.2326
H 3.2496 -1.3655 -0.5173

Summary:
E_HOMO in eV: -8.74
Electronic energy in Ha: -1215.8919
2S+1: 1
LUMO level in eV: 0.48
SMILES: O=C(COC(=O)CCC1CCCC1)Nc1ccccc1OC(F)F
Orbital gap in Ha: 0.3388

---

# C5H12SSi

A single C5H12SSi molecule at a distorted geometry (ωB97M-V with the def2-TZVPD basis set, the OMol25 dataset).

Element x y z (Å)
C 1.5010 1.2170 0.1239
C 0.3783 -1.4823 -0.0752
C 0.2944 -2.0827 -1.3690
C -1.3712 1.0729 -1.0066
C -0.7892 0.5296 2.1247
Si -0.1113 0.2206 0.3841
S 2.7055 0.5023 1.2086
H 1.7215 0.9537 -0.9070
H 1.4624 2.3101 0.2540
H 0.4642 -2.1686 0.8071
H -0.0507 -3.0717 -1.5476
H 1.3029 -2.1586 -1.7475
H -0.2215 -1.4113 -2.0357
H -1.4617 2.1166 -0.9116
H -1.1884 0.8376 -2.1235
H -2.2912 0.7270 -0.6777
H -1.4248 1.4275 2.2210
H -1.1559 -0.2788 2.6946
H 0.2357 0.7392 2.5833

Summary:
E_HOMO (alpha / beta) in eV: -8.94 / -8.03
Electronic energy in Ha: -885.2775
2S+1: 1
LUMO level (alpha / beta) in eV: -0.18 / -1.59
Orbital gap (alpha / beta) in Ha: 0.3219 / 0.2366